(1)
This record from the OMol25 dataset describes an isolated molecule of C3H9NS. The level of theory is ωB97M-V/def2-TZVPD.

Structure (ORCA input):
```
! RIJCOSX wB97M-V def2-TZVPD def2/J DEFGRID3
* xyz 0 1
C -1.96 0.49 -0.22
C 1.88 -0.96 0.04
C -0.79 -0.44 0.00
N 0.93 1.53 0.53
S 0.77 0.41 -0.55
H -1.79 1.43 0.31
H -2.08 0.71 -1.28
H -2.89 0.05 0.15
H 2.90 -0.70 -0.23
H 1.59 -1.89 -0.44
H 1.80 -1.03 1.12
H -0.88 -1.35 -0.58
H -0.67 -0.67 1.06
H 1.20 2.40 0.11
*
```

The LUMO energy comes out at 0.888 eV. The value obtained for the total energy is -572.58144 hartree.

***

(2)
This record from the OMol25 dataset describes C28H77CrCsN7O15S2 as an isolated structure. The level of theory is ωB97M-V/def2-TZVPD.

Structure (ORCA input):
```
! RIJCOSX wB97M-V def2-TZVPD def2/J DEFGRID3
* xyz 0 6
Cr 2.29 -1.28 0.59
Cs 0.09 -1.59 4.30
S 0.10 0.25 0.93
O 1.47 0.38 1.41
O 0.20 -0.91 0.06
O -0.80 0.12 2.07
O -0.24 1.44 0.13
S 3.42 -1.85 2.96
O 3.28 -0.94 4.11
O 4.05 -1.24 1.81
O 4.06 -3.11 3.40
O 2.12 -2.17 2.40
C -3.12 -2.02 -0.20
C -2.55 -2.41 -1.53
C -3.55 -2.59 -2.65
O -4.61 -3.44 -2.29
C -5.67 -3.50 -3.21
N -1.53 -1.44 -1.86
H -3.58 -1.04 -0.35
H -2.38 -1.99 0.60
H -3.91 -2.66 0.20
H -1.99 -3.32 -1.33
H -2.99 -2.99 -3.49
H -3.86 -1.60 -2.99
H -6.51 -4.09 -2.86
H -5.44 -3.99 -4.16
H -6.16 -2.54 -3.38
H -0.95 -1.81 -2.60
H -0.96 -1.25 -1.05
C -4.65 0.29 5.20
C -3.72 0.12 3.97
C -4.51 0.40 2.67
O -5.89 -0.14 2.60
C -5.90 -1.60 2.58
N -2.53 0.93 4.04
H -4.25 0.03 6.18
H -5.52 -0.36 5.16
H -4.98 1.32 5.27
H -3.49 -0.93 4.13
H -3.89 0.00 1.86
H -4.56 1.46 2.42
H -4.92 -2.08 2.62
H -6.36 -1.95 1.66
H -6.44 -1.97 3.45
H -1.96 0.68 3.24
H -2.03 0.74 4.90
C 4.21 1.44 -0.25
C 4.19 0.46 -1.39
C 5.33 -0.60 -1.34
O 6.49 0.15 -1.80
C 7.55 -0.77 -2.00
N 2.87 -0.21 -1.34
H 4.06 0.85 0.65
H 3.46 2.23 -0.28
H 5.11 2.05 -0.25
H 4.30 1.16 -2.23
H 5.12 -1.53 -1.86
H 5.57 -0.84 -0.31
H 8.37 -0.14 -2.33
H 7.35 -1.52 -2.76
H 7.82 -1.31 -1.09
H 2.88 -0.91 -2.07
H 2.19 0.40 -1.77
C 1.57 2.93 -4.38
C 1.00 2.85 -2.95
C -0.35 3.58 -2.98
O -0.21 4.94 -3.36
C -1.36 5.71 -3.74
N 0.89 1.43 -2.56
H 1.50 3.88 -4.90
H 0.96 2.25 -4.97
H 2.59 2.58 -4.51
H 1.60 3.40 -2.22
H -0.82 3.49 -2.00
H -1.07 3.15 -3.67
H -1.95 6.16 -2.94
H -1.99 5.16 -4.43
H -0.98 6.54 -4.34
H 0.61 1.39 -1.59
H 0.07 1.00 -2.98
C 0.57 -4.16 -0.65
C 1.99 -4.37 -0.20
C 2.71 -5.52 -0.95
O 2.52 -5.44 -2.41
C 3.19 -6.46 -3.17
N 2.74 -3.21 -0.40
H 0.46 -3.78 -1.66
H 0.02 -3.48 0.01
H 0.00 -5.09 -0.66
H 1.88 -4.60 0.86
H 2.25 -6.48 -0.74
H 3.79 -5.53 -0.78
H 4.26 -6.43 -2.99
H 3.08 -6.36 -4.24
H 2.91 -7.47 -2.84
H 2.78 -3.24 -1.41
H 3.66 -3.59 -0.20
C -3.50 3.43 -0.79
C -3.60 1.95 -1.16
C -4.76 1.43 -2.18
O -6.12 1.48 -1.54
C -6.50 0.25 -0.87
N -2.29 1.50 -1.56
H -2.61 3.62 -0.19
H -4.28 3.75 -0.10
H -3.66 4.13 -1.61
H -3.89 1.50 -0.21
H -4.54 0.43 -2.56
H -4.71 2.01 -3.10
H -6.68 -0.54 -1.59
H -7.44 0.37 -0.33
H -5.67 -0.04 -0.23
H -1.50 1.66 -0.97
H -2.34 0.49 -1.64
C 2.48 3.57 2.63
C 3.20 2.52 3.49
C 3.71 3.16 4.83
O 4.75 4.10 4.54
C 5.55 4.27 5.75
N 2.28 1.43 3.74
H 3.02 4.49 2.39
H 1.54 3.75 3.15
H 2.40 3.10 1.65
H 4.02 2.13 2.88
H 3.94 2.39 5.55
H 2.92 3.77 5.29
H 6.41 4.87 5.48
H 5.93 3.28 6.02
H 5.02 4.67 6.62
H 2.70 0.57 4.04
H 1.84 1.03 2.92
*
```

The LUMO energy (alpha / beta) comes out at -0.211 / -4.413 eV. The value obtained for the total energy is -4485.75123 hartree. Its expectation value of S² is 8.7621.

***

(3)
This record from the OMol25 dataset describes C31H18FN5O2Ru as an isolated structure. The level of theory is ωB97M-V/def2-TZVPD.

Structure (ORCA input):
```
! RIJCOSX wB97M-V def2-TZVPD def2/J DEFGRID3
* xyz -1 6
Ru 0.32 0.69 1.56
O 2.42 3.31 3.99
C 1.61 2.50 3.52
O 1.10 2.46 2.27
C 1.18 1.38 4.32
C 1.53 1.23 5.67
C 1.11 0.13 6.37
C 0.25 -0.79 5.78
C -0.08 -0.62 4.43
N 0.35 0.45 3.75
H 2.18 1.96 6.09
H 1.47 -0.03 7.39
H -0.20 -1.63 6.34
H -0.77 -1.31 3.89
N -4.96 4.94 -6.06
C -4.32 4.40 -5.25
C -3.63 3.74 -4.14
C -3.64 4.34 -2.88
C -2.91 3.79 -1.85
C -2.17 2.58 -2.07
C -2.17 2.01 -3.37
C -2.90 2.56 -4.39
C -1.49 1.93 -0.96
C -2.08 1.80 0.31
C -3.38 2.32 0.75
C -3.61 1.95 2.07
C -2.52 1.18 2.46
N -1.54 1.11 1.44
C -0.19 1.33 -1.20
C 0.56 1.50 -2.40
C 1.67 0.70 -2.38
C 1.75 0.01 -1.02
N 0.49 0.50 -0.39
H -4.14 5.25 -2.81
H -2.87 4.35 -0.94
H -1.58 1.10 -3.56
H -2.99 2.11 -5.38
H -4.01 2.89 0.12
H -4.47 2.24 2.69
H -2.39 0.69 3.39
H 0.41 2.20 -3.22
H 2.40 0.63 -3.17
H 2.61 0.20 -0.32
N 4.11 -9.05 -1.87
C 3.67 -7.96 -1.88
C 3.18 -6.63 -1.76
C 4.14 -5.66 -1.35
C 3.77 -4.34 -1.25
C 2.42 -3.95 -1.47
C 1.50 -4.92 -1.94
C 1.82 -6.24 -2.01
C 1.98 -2.60 -1.35
C 1.64 -1.42 -1.21
H 5.16 -5.99 -1.20
H 4.44 -3.53 -1.00
H 0.48 -4.61 -2.20
H 1.12 -7.01 -2.23
F 2.11 -0.16 1.86
*
```

The LUMO energy (alpha / beta) comes out at 2.161 / -1.393 eV. The value obtained for the total energy is -1810.99444 hartree. Its expectation value of S² is 8.8193.

***

(4)
This record from the OMol25 dataset describes a 3-piece molecular cluster, C4H17N2O2 overall. The level of theory is ωB97M-V/def2-TZVPD.

Structure (ORCA input):
```
! RIJCOSX wB97M-V def2-TZVPD def2/J DEFGRID3
* xyz 1 1
N -2.32 -0.08 -0.28
C -1.68 1.13 0.20
C -0.22 1.08 -0.19
N 0.41 -0.07 0.56
C 1.64 -0.64 -0.07
C 1.81 -2.12 0.23
H -2.27 -0.19 -1.30
H -3.31 0.00 -0.11
H -0.31 -0.78 0.78
H -2.13 2.07 -0.10
H -1.69 1.11 1.29
H 0.39 1.93 -0.01
H -0.02 0.86 -1.22
H 0.64 0.27 1.52
H 2.50 -0.08 0.28
H 1.47 -0.56 -1.14
H 2.09 -2.68 -0.66
H 2.61 -2.39 0.92
H 0.93 -2.61 0.64
H -0.85 0.11 -3.88
H -2.11 0.90 -4.26
O -1.63 0.52 -3.52
H 1.98 1.20 3.31
H 0.96 0.19 3.86
O 1.09 0.84 3.16
*
```

The LUMO energy comes out at -2.728 eV. The value obtained for the total energy is -422.36394 hartree.

***

(5)
This record from the OMol25 dataset describes an isolated molecule of C3H4N2O. The level of theory is ωB97M-V/def2-TZVPD.

Structure (ORCA input):
```
! RIJCOSX wB97M-V def2-TZVPD def2/J DEFGRID3
* xyz 0 1
N -1.14 0.91 -0.28
C -0.76 -0.17 0.45
O -1.49 -0.70 1.27
C 0.66 -0.75 0.29
C 1.54 -0.04 -0.64
N 2.16 0.60 -1.37
H -2.00 1.35 0.02
H -0.65 1.34 -1.05
H 1.09 -0.73 1.29
H 0.58 -1.81 0.02
*
```

The LUMO energy comes out at 0.697 eV. The value obtained for the total energy is -301.47934 hartree. Its SMILES is N#CCC(N)=O.

***

(6)
This record from the OMol25 dataset describes H2O3S3 as an isolated structure. The level of theory is ωB97M-V/def2-TZVPD.

Structure (ORCA input):
```
! RIJCOSX wB97M-V def2-TZVPD def2/J DEFGRID3
* xyz 0 1
O -1.23 0.88 -0.13
O -0.70 -1.61 0.58
O 1.18 1.24 -0.64
S -1.60 -0.62 1.17
S 2.30 0.44 0.32
S -0.20 0.44 -1.04
H -2.72 -0.81 0.52
H 2.97 0.04 -0.77
*
```

The LUMO energy (alpha / beta) comes out at -0.557 / -0.559 eV. The value obtained for the total energy is -1421.33852 hartree.

***

(7)
This record from the OMol25 dataset describes a 2-piece molecular cluster, C4H14N2O2 overall. The level of theory is ωB97M-V/def2-TZVPD.

Structure (ORCA input):
```
! RIJCOSX wB97M-V def2-TZVPD def2/J DEFGRID3
* xyz 0 1
C 0.86 -0.35 -0.32
C 1.79 0.32 0.72
C 1.52 1.81 1.07
O 1.13 2.52 -0.14
N -0.28 -1.04 0.30
C -1.19 -0.25 1.06
N -2.69 -0.37 0.58
H 1.51 -1.06 -1.00
H 0.64 0.34 -1.13
H 1.62 -0.27 1.71
H 2.92 0.06 0.62
H 0.72 1.82 1.80
H 2.40 2.41 1.41
H 0.17 2.56 -0.06
H 0.11 -1.80 0.76
H -1.05 0.85 1.12
H -1.26 -0.66 2.01
H -2.91 -0.41 -0.31
H -3.07 -1.03 1.20
H -0.64 -1.71 -2.26
H -1.49 -2.67 -2.49
O -0.72 -2.24 -2.96
*
```

The LUMO energy comes out at 0.721 eV. The value obtained for the total energy is -420.69351 hartree. Its SMILES is NCNCCCO.O.

***

(8)
This record from the OMol25 dataset describes a 2-piece molecular cluster, C12H26IN3OPS overall. The level of theory is ωB97M-V/def2-TZVPD.

Structure (ORCA input):
```
! RIJCOSX wB97M-V def2-TZVPD def2/J DEFGRID3
* xyz 1 1
C 3.76 0.69 -2.36
C 3.67 -0.24 -3.64
S 1.97 -0.70 -4.18
C 0.85 -0.85 -2.73
N 0.09 0.42 -2.50
C -1.19 0.65 -1.95
C -1.46 2.07 -1.95
N -0.30 2.67 -2.52
P 0.11 4.38 -2.81
O 1.41 4.43 -3.90
I 1.01 5.14 -0.63
C 0.58 1.65 -2.85
H 4.65 0.46 -1.70
H 3.86 1.76 -2.71
H 2.86 0.65 -1.69
H 4.28 -1.16 -3.46
H 4.12 0.35 -4.49
H 1.36 -1.12 -1.77
H 0.08 -1.63 -3.01
H -1.88 -0.14 -1.56
H -2.34 2.66 -1.62
H 2.19 3.99 -3.48
H 1.52 1.97 -3.33
C -0.18 0.44 1.44
C -0.48 -0.27 2.75
N -1.88 -0.63 2.91
C -2.22 -1.04 4.27
C -1.56 -2.31 4.82
C -2.45 -1.45 1.85
C -1.79 -2.80 1.55
H -0.83 1.31 1.31
H 0.85 0.79 1.43
H -0.31 -0.22 0.58
H -0.20 0.42 3.56
H 0.19 -1.14 2.84
H -3.30 -1.15 4.35
H -1.96 -0.22 4.94
H -2.00 -3.21 4.38
H -1.72 -2.37 5.90
H -0.48 -2.33 4.65
H -2.45 -0.86 0.93
H -3.51 -1.62 2.06
H -0.70 -2.73 1.50
H -2.13 -3.16 0.57
H -2.06 -3.55 2.28
*
```

The LUMO energy comes out at -3.883 eV. The value obtained for the total energy is -1749.32128 hartree.